(1)
# C13H23Br8Cl9O2Sr2

A molecular structure, C13H23Br8Cl9O2Sr2 at a distorted geometry (ωB97M-V with the def2-TZVPD basis set, OMol25).

```
57
Properties=species:S:1:pos:R:3:mulliken_charge:R:1
Sr 3.039 2.393 -5.795 1.394
Sr 0.296 -2.073 -3.902 1.483
Br 2.154 -4.229 -0.196 -0.178
Br 4.755 2.828 2.782 -0.190
Br 1.810 6.000 4.454 -0.154
Br -5.860 -2.130 3.521 -0.152
Br -2.780 1.316 4.799 -0.161
Br 6.653 2.407 -2.919 -0.179
Br 4.674 -3.447 2.083 -0.113
Br 6.191 -1.169 -3.388 -0.170
Cl -2.252 3.033 -5.746 -0.110
Cl -2.790 -6.272 1.416 -0.124
Cl -7.912 -0.074 -0.937 -0.109
Cl -2.852 2.586 -8.603 -0.086
Cl -7.096 0.877 -3.565 -0.124
Cl -5.431 -6.495 0.312 -0.088
Cl -3.124 -6.197 -1.487 -0.140
Cl -3.326 0.413 -6.624 -0.127
Cl -6.216 -1.722 -2.649 -0.113
O -1.334 -0.503 -1.152 -0.643
O 1.206 1.094 -2.288 -0.693
C 3.027 4.429 4.338 -0.557
C 1.716 -3.647 1.645 -0.582
C 7.571 0.892 -1.978 -0.563
C 2.838 -2.613 2.137 -0.602
C -3.884 -5.773 0.080 0.098
C -0.804 0.660 -0.511 -0.352
C -4.994 -0.349 3.793 -0.528
C -3.279 2.208 -6.933 0.054
C 3.702 4.526 3.059 -0.649
C 6.613 -0.254 -1.656 -0.611
C -6.613 -0.072 -2.165 0.106
C 0.381 1.560 -1.202 -0.250
C -3.788 -0.404 4.749 -0.586
H 7.038 -0.975 -0.957 0.380
H -4.148 -0.496 5.774 0.362
H 2.784 -1.664 1.604 0.329
H 0.705 -3.241 1.631 0.401
H -4.632 -0.023 2.818 0.323
H -3.117 -1.229 4.509 0.380
H 1.066 1.870 -0.413 0.215
H 1.861 -4.611 2.133 0.344
H 5.680 0.079 -1.202 0.363
H 7.954 1.362 -1.072 0.389
H 3.020 4.490 2.209 0.365
H 2.732 -2.211 3.145 0.403
H -5.712 0.377 4.173 0.366
H 2.426 3.520 4.383 0.400
H -0.131 2.410 -1.652 0.242
H 4.324 5.408 2.913 0.419
H 3.768 4.539 5.130 0.367
H -5.766 0.473 -1.748 0.244
H -4.016 -4.696 0.181 0.258
H 8.465 0.592 -2.524 0.408
H -1.610 1.367 -0.311 0.266
H -0.681 0.337 0.523 0.288
H -4.301 2.524 -6.721 0.291
```

gap between HOMO and LUMO	2.79	eV
energy	-25453.98838	a.u.
LUMO	-8.710	eV
total charge	+2
E_HOMO	-11.50	eV

***

(2)
# C5H17NO2

3 unconnected molecules or ions with the total composition C5H17NO2 at a distorted geometry (ωB97M-V with the def2-TZVPD basis set, OMol25).

```
25
Properties=species:S:1:pos:R:3:mulliken_charge:R:1
O 1.707 1.813 2.491 -0.614
O 1.997 -1.774 -1.702 -0.660
N -0.846 -0.349 -0.597 -0.334
C -0.510 0.203 1.733 -1.274
C -1.727 1.318 -2.294 -1.354
C 0.055 -0.527 0.560 0.532
C -0.737 1.011 -1.161 -0.123
C 0.178 -2.087 0.834 -1.327
H 1.271 -1.081 -1.863 0.309
H 2.558 1.949 2.050 0.294
H 2.751 -1.159 -1.689 0.313
H -1.667 -0.882 -0.760 0.241
H 0.756 -2.328 1.770 0.341
H -1.358 0.698 -3.103 0.329
H -1.811 2.339 -2.624 0.373
H -1.013 1.660 -0.338 0.226
H 0.574 -2.568 -0.083 0.319
H 0.266 1.169 -1.525 0.249
H -2.745 0.966 -2.025 0.313
H -0.676 1.279 1.648 0.373
H 2.161 1.262 3.167 0.313
H -1.605 -0.005 1.936 0.296
H 1.014 -0.378 0.052 0.172
H -0.748 -2.593 0.937 0.400
H 0.158 0.064 2.587 0.293
```

gap between HOMO and LUMO	8.71	eV
energy	-405.86665	a.u.
LUMO	0.527	eV
SMILES	CCNC(C)C.O.O
energy above the lowest of the compared OMol25 structures with the same formula, charge and spin	47.56	kcal per mole
E_HOMO	-8.18	eV

***

(3)
# C17H16N2O3S

A single C17H16N2O3S molecule at a distorted geometry (ωB97M-V with the def2-TZVPD basis set, OMol25).

```
39
Properties=species:S:1:pos:R:3:mulliken_charge:R:1
S -1.272 -1.952 -3.832 -0.131
O -1.693 1.019 -3.254 -0.611
O -1.598 0.808 -1.051 -0.428
O -0.326 -3.275 0.341 -0.714
N 0.243 -0.966 0.266 0.179
N -1.157 -2.039 -1.363 0.122
C -1.351 0.339 -2.275 0.314
C 3.735 -0.243 2.481 -0.445
C -2.428 -2.815 -1.602 -0.728
C 1.793 0.632 1.516 0.239
C -2.612 -2.943 -3.084 -0.388
C -0.482 1.594 1.844 -0.054
C 2.827 0.885 2.401 -0.720
C -0.512 -2.114 -0.180 0.269
C 1.517 -0.732 1.016 0.270
C -0.707 -1.088 -2.397 0.193
C -1.150 3.810 0.967 -0.622
C -1.441 2.652 1.692 -0.579
C 3.508 -1.418 1.836 -0.579
C 0.185 4.085 0.485 -0.655
C 1.076 2.979 0.562 -0.461
C 2.381 -1.718 1.148 -0.422
C 0.783 1.733 1.244 0.312
H 0.325 -0.917 -2.674 0.244
H -1.664 1.785 -1.158 0.288
H -0.638 0.799 2.520 0.508
H -2.400 -4.053 -3.316 0.294
H 4.312 -2.101 1.897 0.404
H -0.257 -0.086 0.095 0.150
H -2.345 -3.861 -1.181 0.338
H 0.383 5.051 -0.007 0.376
H -1.799 4.611 0.836 0.497
H -3.679 -2.682 -3.488 0.318
H 4.664 -0.192 3.146 0.274
H 3.005 1.889 2.734 0.484
H 2.093 3.053 0.150 0.402
H 2.356 -2.637 0.622 0.458
H -2.386 2.387 2.258 0.301
H -3.288 -2.279 -1.195 0.304
```

gap between HOMO and LUMO	8.88	eV
energy	-1390.76296	a.u.
LUMO	0.485	eV
SMILES	O=C(O)[C@@H]1SCCN1C(=O)Nc1ccccc1-c1ccccc1
energy above the lowest of the compared OMol25 structures with the same formula, charge and spin	63.87	kcal per mole
E_HOMO	-8.40	eV

***

(4)
# C4H39NO15

15 unconnected molecules or ions with the total composition C4H39NO15 at a distorted geometry (ωB97M-V with the def2-TZVPD basis set, OMol25).

```
59
Properties=species:S:1:pos:R:3:mulliken_charge:R:1
O -1.813 1.786 -0.747 -0.627
O 3.846 -0.595 2.425 -0.668
O 0.677 0.767 3.924 -0.717
O 1.791 2.132 1.629 -0.601
O -2.248 -2.807 -3.185 -0.653
O -0.333 2.853 2.550 -0.756
O -2.996 -0.254 -2.012 -0.848
O -3.192 2.380 1.370 -0.507
O 1.712 2.754 -1.333 -0.545
O 0.418 -3.529 -3.038 -0.620
O -3.721 -1.202 0.633 -0.593
O 0.943 0.020 -2.612 -0.598
O -1.431 1.436 -3.379 -0.595
O 2.821 -0.252 -0.239 -0.624
O 2.628 -1.813 -2.423 -0.765
N 0.218 -0.362 1.435 0.333
C -0.045 -1.852 1.730 -0.287
C -0.988 0.358 1.007 0.774
C -0.590 1.577 -0.009 0.814
C 1.181 -2.740 1.597 -0.858
H 3.148 -0.628 3.148 0.359
H 3.333 -0.643 1.652 0.352
H 0.335 0.393 4.779 0.280
H -2.652 -0.213 -2.864 0.379
H -2.520 1.908 -0.014 0.516
H -1.497 2.032 -4.068 0.236
H 0.264 0.312 3.219 0.301
H -1.790 -3.371 -2.617 0.316
H 2.380 3.410 -1.462 0.259
H -1.699 1.972 -2.633 0.243
H 1.515 1.293 2.145 0.241
H 1.030 -0.392 0.771 -0.341
H -2.825 0.424 -1.378 0.384
H 3.334 -1.643 -3.002 0.276
H -0.317 2.596 0.371 0.476
H -0.007 -2.683 -3.161 0.323
H 3.198 -0.976 -0.812 0.389
H -1.734 -0.353 0.554 -0.532
H -1.492 0.687 1.942 0.139
H 2.728 2.190 1.507 0.305
H 0.067 -0.218 -3.090 0.231
H -2.938 3.322 1.542 0.267
H 2.139 -0.816 -2.390 0.424
H -0.541 -2.006 2.755 0.291
H 0.659 2.851 2.430 0.442
H -0.859 -2.093 0.995 0.169
H 1.107 -3.924 1.854 0.320
H 3.315 0.566 -0.525 0.228
H 1.829 -2.522 2.581 0.197
H -3.420 -0.846 -0.193 0.407
H 1.338 -3.375 -3.146 0.286
H 1.461 2.622 -0.500 0.280
H -0.314 2.060 3.217 0.382
H -3.713 -2.138 0.598 0.290
H 0.107 1.129 -0.781 -1.187
H -3.959 2.139 1.796 0.228
H -2.692 -2.144 -2.727 0.380
H 1.777 -2.544 0.730 0.161
H 1.026 0.965 -2.547 0.243
```

gap between HOMO and LUMO	9.19	eV
energy	-1359.02362	a.u.
LUMO	0.051	eV
energy above the lowest of the compared OMol25 structures with the same formula, charge and spin	127.76	kcal per mole
E_HOMO	-9.14	eV